(1)
The following is a DFT calculation (ωB97M-V with the def2-TZVPD basis set) of an isolated ion of composition C5H15ClN6 and charge +2 in a non-equilibrium geometry.

XYZ file:
```
27
Properties=species:S:1:pos:R:3:forces:R:3:mulliken_charge:R:1
C -0.9323 0.3197 -2.5252 -0.784 -0.863 -2.454 -1.12
N -0.6949 0.0027 -1.0985 0.174 0.520 -0.681 0.07
C -1.6792 0.1331 -0.1911 -0.943 -1.327 -0.423 0.59
N -2.9925 0.0931 -0.5580 -0.660 0.047 3.152 -0.40
N -1.3212 0.1886 1.1220 -0.186 -0.807 -0.248 -0.26
C -0.0091 -0.2257 1.6478 2.277 -0.014 -0.929 0.34
N 0.7071 1.0173 1.9331 -0.738 1.215 1.129 -0.56
Cl -0.1383 -1.3724 3.0534 -0.329 1.048 -1.066 -0.11
N 0.8436 -0.8611 0.5450 -1.435 -0.455 0.442 0.06
C 2.0594 -1.6699 0.8317 -1.713 -3.361 0.965 -1.03
C 0.7065 -0.2139 -0.7062 -0.135 -1.261 0.624 -1.01
N 1.3364 1.1811 -0.5315 2.654 -2.106 -2.417 0.01
H 0.0264 0.3471 -3.1245 -0.637 0.957 1.240 0.42
H -1.3178 -0.5743 -3.1683 -0.274 1.274 1.699 0.35
H -1.6219 1.2475 -2.6611 1.512 -1.629 0.158 0.44
H -3.4549 0.1061 -1.4573 0.987 0.037 -0.401 0.23
H -3.7516 -0.0220 0.2070 2.051 0.431 -1.521 0.27
H -2.0465 0.1948 1.8295 -0.092 -0.046 -0.134 0.32
H 0.2389 1.8391 2.3435 -0.613 -0.942 -0.044 0.27
H 1.5329 0.9349 2.4997 0.550 -0.679 0.148 0.25
H 1.7196 -2.4108 1.6504 0.787 1.400 -0.971 0.35
H 2.3297 -2.4547 0.0555 -0.702 1.455 0.185 0.36
H 2.9718 -1.2095 1.1467 0.307 0.954 0.187 0.41
H 1.1944 -0.9134 -1.4692 -0.443 1.633 0.724 0.63
H 1.0164 1.4016 0.4176 0.898 0.212 1.880 0.34
H 0.8653 1.8418 -1.0818 -0.057 1.388 -1.849 0.39
H 2.4118 1.0793 -0.7103 -2.457 0.917 0.606 0.40
```
Positions in Å, forces in eV/Å.

Results
**SMILES**: CN1C(=[NH2+])N[C@@](N)(Cl)N(C)[C@@H]1[NH3+]
**Energy above the lowest of the compared OMol25 structures with the same formula, charge and spin**: 211.9 kJ/mol
**Net charge**: +2
**LUMO energy**: -6.6 eV
**HOMO energy**: -17.4 eV

(2)
The following is a DFT calculation (ωB97M-V with the def2-TZVPD basis set) of a 2-piece molecular cluster, C5H15FO6P overall in a non-equilibrium geometry.

XYZ file:
```
28
Properties=species:S:1:pos:R:3:forces:R:3:mulliken_charge:R:1
C 2.1061 0.7680 -0.0174 -0.295 -0.157 0.032 -1.11
C 1.5705 -0.5441 0.5215 0.082 0.188 0.409 0.54
O 1.7360 -1.4963 -0.4965 0.014 -0.139 -0.329 -0.26
O 0.9177 -2.6260 -0.1939 0.054 0.029 0.155 -0.27
P -0.5463 -2.5299 -0.9087 0.741 -0.836 0.740 0.87
O -0.8840 -3.7754 -1.5330 -0.447 -1.537 -0.753 -0.67
O -0.4439 -1.3320 -1.8887 -0.110 1.031 -0.836 -0.36
O -1.4805 -2.1091 0.2756 -0.235 1.211 -0.065 -0.28
C -2.6906 -1.3684 -0.0548 -0.080 -0.166 0.668 -0.61
C -2.6112 0.0709 0.4536 -0.242 -0.534 -0.077 -0.35
C -2.9279 1.1348 -0.5504 0.359 0.213 -0.197 -0.46
F -2.1894 0.9858 -1.7228 0.026 -0.010 0.098 -0.28
H 2.8981 1.1310 0.6140 0.423 0.076 0.129 0.13
H 1.3022 1.4846 -0.0380 -0.224 0.452 -0.155 0.43
H 2.4648 0.6305 -1.0255 0.209 0.015 -0.319 0.39
H 0.5291 -0.4247 0.7893 -0.322 -0.198 -0.024 -0.34
H 2.1087 -0.8589 1.4067 0.123 -0.196 0.345 0.38
H -0.4656 -1.6727 -2.7983 0.003 0.231 0.152 0.32
H -2.9379 -1.4418 -1.1036 0.216 0.053 -0.377 0.40
H -3.4703 -1.8754 0.4839 -0.299 -0.358 0.146 0.40
H -3.3542 0.1753 1.2320 -0.207 0.153 0.383 0.31
H -1.6624 0.2258 0.9414 0.481 0.099 -0.023 0.21
H -2.6739 2.1001 -0.1296 -0.044 0.349 0.017 0.31
H -3.9740 1.1377 -0.8185 -0.342 -0.074 -0.182 0.34
O 4.1328 2.8380 1.6364 0.179 0.259 0.129 -0.43
H 4.8581 2.9938 2.2801 -0.029 -0.009 -0.037 0.46
H 4.3897 3.1065 0.7270 -0.041 -0.079 0.010 0.46
H 3.2983 3.2718 1.9182 0.005 -0.069 -0.041 0.46
```
Positions in Å, forces in eV/Å.

Results
**Net charge**: +1
**LUMO energy**: -5.6 eV
**HOMO energy**: -12.7 eV

(3)
The following is a DFT calculation (ωB97M-V with the def2-TZVPD basis set) of a 2-piece molecular cluster, C5H15N overall in a non-equilibrium geometry.

XYZ file:
```
21
Properties=species:S:1:pos:R:3:forces:R:3:mulliken_charge:R:1
C 3.0187 0.1859 -1.5477 1.020 -0.036 -0.273 -1.11
C 2.8437 -1.3245 -1.5447 -0.642 0.051 -0.020 -0.16
C 1.3967 -1.7502 -1.3526 -0.527 -0.663 -0.752 -1.11
H 2.7465 0.6915 -0.6243 -0.226 -0.157 0.129 0.32
H 4.0814 0.4081 -1.7224 -0.196 0.098 0.069 0.30
H 2.4822 0.6344 -2.3782 -0.259 0.095 -0.029 0.31
H 3.1411 -1.7123 -2.5152 0.286 -0.024 -0.156 0.23
H 3.4838 -1.8087 -0.8107 0.071 0.072 0.183 0.30
H 0.7736 -1.4600 -2.2068 0.130 0.588 0.107 0.31
H 0.9221 -1.3719 -0.4489 0.101 -0.087 0.120 0.28
H 1.2815 -2.8397 -1.4349 0.233 0.069 0.629 0.32
C -2.2128 1.7808 0.9087 -0.703 -0.443 -0.320 -0.86
C -2.2300 0.8333 2.1059 -0.154 -0.232 0.549 -0.15
N -3.6033 0.4483 2.5196 -0.044 -0.142 -0.352 -0.63
H -1.6606 1.3785 0.0582 0.405 0.275 0.209 0.24
H -1.9401 2.8000 1.1652 0.384 -0.054 -0.077 0.26
H -3.2290 1.8513 0.5220 -0.198 0.105 -0.021 0.29
H -1.7478 1.3246 2.9547 -0.032 -0.034 0.015 0.20
H -1.6724 -0.0935 1.9462 0.247 0.232 -0.356 0.19
H -4.2436 0.5796 1.7420 0.072 0.196 0.063 0.22
H -3.6318 -0.5555 2.6640 0.033 0.091 0.283 0.23
```
Positions in Å, forces in eV/Å.

Results
**SMILES**: CCC.CCN
**Energy above the lowest of the compared OMol25 structures with the same formula, charge and spin**: 38.0 kJ/mol
**LUMO energy**: 0.9 eV
**HOMO energy**: -9.2 eV

(4)
The following is a DFT calculation (ωB97M-V with the def2-TZVPD basis set) of a single C5H15N2 molecule in a non-equilibrium geometry.

XYZ file:
```
22
Properties=species:S:1:pos:R:3:forces:R:3:mulliken_charge:R:1
C 1.0711 0.8169 -1.2608 0.514 0.973 1.464 -1.36
C 1.3543 -0.6251 -0.8300 0.003 1.096 -0.862 -0.53
C 0.8595 -1.0529 0.5370 0.037 -0.580 0.783 -0.78
C -0.5112 -0.5601 0.9613 -0.858 0.539 -0.048 -1.00
N -1.4817 -0.5737 -0.1417 0.523 -0.327 0.192 -0.17
C -2.8207 -0.3095 0.3615 0.092 -0.560 0.190 -0.96
N 1.5112 1.7985 -0.1465 -0.133 -0.350 -0.216 -2.38
H 0.0158 1.0239 -1.3599 -0.157 -0.089 -0.493 0.45
H 1.7064 1.1735 -2.0784 -0.503 -0.485 -0.260 0.70
H 0.9056 -1.2186 -1.6293 0.098 -0.264 0.108 0.27
H 2.4369 -0.6999 -0.8949 0.141 -0.564 0.091 0.59
H 1.5735 -0.7741 1.3266 -0.047 0.129 -0.228 0.40
H 0.8508 -2.1494 0.5721 0.034 0.060 -0.131 0.34
H -0.4767 0.4695 1.3424 0.123 0.000 -0.122 0.40
H -0.9425 -1.1217 1.8063 0.503 -0.238 0.045 0.47
H -1.4496 -1.5288 -0.4849 -0.228 0.058 -0.320 0.22
H -3.5293 -0.3820 -0.4599 -0.107 0.549 -0.014 0.31
H -2.8183 0.6470 0.8962 -0.274 -0.039 -0.430 0.30
H -3.1351 -1.0793 1.0787 -0.009 0.042 0.238 0.34
H 2.5231 1.6672 0.0806 0.163 0.116 0.082 0.85
H 0.9784 1.6733 0.7362 0.031 0.019 0.035 0.35
H 1.3784 2.8055 -0.4129 0.054 -0.085 -0.102 1.17
```
Positions in Å, forces in eV/Å.

Results
**2S+1**: 2
**Energy above the lowest of the compared OMol25 structures with the same formula, charge and spin**: 162.9 kJ/mol
**LUMO energy (spin up / spin down)**: 1.0 / 0.8 eV
**<S²>**: 0.75
**HOMO energy (spin up / spin down)**: -3.5 / -9.4 eV

(5)
The following is a DFT calculation (ωB97M-V with the def2-TZVPD basis set) of an isolated ion of composition C5H15N2 and charge +1 in a non-equilibrium geometry.

XYZ file:
```
22
Properties=species:S:1:pos:R:3:forces:R:3:mulliken_charge:R:1
C -2.0811 1.9339 0.6597 -0.560 -1.765 -0.062 -0.97
N -1.0940 1.0733 -0.0990 -0.811 -1.073 1.880 -0.34
C -1.0283 -0.4426 0.1878 1.271 2.561 0.515 -0.74
C 0.5688 -0.6782 0.4642 -2.039 -1.796 0.281 0.57
C 1.2799 0.0612 1.5796 -0.355 1.621 0.247 -1.60
N 1.2958 -0.4311 -0.8721 2.475 -6.434 2.826 -0.19
C 1.0081 -1.5805 -1.7992 -2.109 3.679 -3.430 -0.95
H -3.2258 1.6654 0.4634 2.485 1.022 0.073 0.29
H -1.9047 1.7276 1.6953 -0.092 -0.213 0.790 0.37
H -1.7175 2.9530 0.5537 -0.811 0.184 -0.506 0.35
H -1.4411 1.1103 -1.0069 -0.443 0.231 -2.039 0.25
H -1.4256 -0.8975 -0.7560 0.638 -0.308 1.208 0.29
H -1.5829 -0.8247 1.1044 0.573 0.715 -1.203 0.37
H 0.5133 -1.7958 0.6689 1.102 1.169 -0.491 0.31
H 1.0326 1.0806 1.7957 -1.879 0.860 -0.472 0.37
H 1.4566 -0.2120 2.5958 -0.657 -1.862 0.510 0.45
H 2.2409 0.3999 1.3496 2.242 -0.517 -1.297 0.35
H 2.3671 -0.4590 -0.7952 -1.902 0.274 0.477 0.40
H 1.0813 0.3909 -1.2405 -1.667 4.891 -1.936 0.31
H -0.0937 -1.6735 -2.0600 1.392 0.383 0.602 0.31
H 1.5047 -1.2782 -2.7609 -0.215 -0.973 0.873 0.37
H 1.2971 -2.4442 -1.3630 1.362 -2.649 1.152 0.43
```
Positions in Å, forces in eV/Å.

Results
**SMILES**: CNC[C@H](C)[NH2+]C
**Energy above the lowest of the compared OMol25 structures with the same formula, charge and spin**: 301.0 kJ/mol
**Net charge**: +1
**LUMO energy**: -3.1 eV
**HOMO energy**: -13.2 eV